# 1
Density functional theory data (the ωB97M-V functional and the def2-TZVPD basis) for C4H3FN2O in the gas phase.

Positions of all 11 atoms, in Å:
O: 2.130 -1.064 -0.003
C: 0.944 -0.432 0.000
C: 0.914 0.961 -0.011
N: -0.237 1.612 -0.001
C: -1.358 0.889 0.000
C: -1.290 -0.491 -0.002
F: -2.408 -1.211 -0.004
N: -0.162 -1.165 -0.003
H: 1.945 -2.019 0.010
H: 1.847 1.529 0.013
H: -2.324 1.391 0.001

The energy relative to the best compared isomer or geometry (same formula, charge and spin) is 9.90 kcal/mol. The molar mass is 114.1 g/mol. Its HOMO-LUMO gap is 9.93 eV. The net charge is 0. The total energy comes out at -438.85190 Ha. The value obtained for the HOMO energy is -9.54 eV. Its spin multiplicity is 1. As for the SMILES: Oc1cncc(F)n1.


# 2
Density functional theory data (the ωB97M-V functional and the def2-TZVPD basis) for a 5-piece molecular cluster, C15H30O15 overall in a non-equilibrium geometry.

Positions of all 60 atoms, in Å:
C: -4.147 1.728 -0.416
O: -5.370 1.043 -0.700
C: -6.434 1.294 -0.004
O: -6.526 2.243 0.753
O: -7.426 0.526 -0.357
C: -8.794 0.692 0.078
H: -3.305 1.337 -0.987
H: -3.893 1.783 0.642
H: -4.146 2.812 -0.526
H: -8.832 0.420 1.133
H: -9.573 0.124 -0.431
H: -9.111 1.734 0.062
C: 2.488 -4.691 -0.272
O: 1.459 -4.462 0.550
C: 0.199 -4.865 0.264
O: -0.244 -5.365 -0.808
O: -0.619 -4.281 1.120
C: -1.995 -4.272 0.992
H: 2.854 -5.716 -0.316
H: 3.189 -3.957 0.125
H: 2.268 -4.357 -1.286
H: -2.258 -3.856 0.019
H: -2.369 -3.532 1.699
H: -2.512 -5.228 1.075
C: 2.887 -0.903 3.068
O: 2.944 0.452 3.363
C: 3.340 1.340 2.483
O: 3.649 1.086 1.311
O: 3.346 2.552 2.973
C: 3.702 3.602 2.062
H: 2.624 -0.995 2.014
H: 2.193 -1.508 3.650
H: 3.906 -1.286 3.125
H: 2.969 3.798 1.280
H: 4.682 3.508 1.594
H: 3.711 4.519 2.651
C: -0.158 2.583 1.936
O: -0.899 1.749 1.053
C: -0.456 0.559 0.708
O: 0.556 -0.054 1.057
O: -1.415 -0.002 -0.028
C: -1.149 -1.401 -0.495
H: -0.795 3.194 2.575
H: 0.368 3.249 1.252
H: 0.664 2.039 2.401
H: -0.174 -1.798 -0.211
H: -1.139 -1.253 -1.575
H: -1.974 -1.928 -0.015
C: 2.467 0.029 -1.724
O: 2.900 0.260 -3.077
C: 3.294 1.475 -3.418
O: 3.184 2.482 -2.711
O: 4.031 1.262 -4.495
C: 4.573 2.363 -5.113
H: 2.271 0.938 -1.157
H: 3.341 -0.496 -1.339
H: 1.556 -0.558 -1.843
H: 3.792 2.716 -5.787
H: 5.516 2.144 -5.613
H: 4.786 3.126 -4.364

The energy relative to the best compared isomer or geometry (same formula, charge and spin) is 68.59 kcal/mol. The molar mass is 450.4 g/mol. Its HOMO-LUMO gap is 10.98 eV. The net charge is 0. The total energy comes out at -1718.07668 Ha. The value obtained for the HOMO energy is -10.44 eV. Its spin multiplicity is 1. As for the SMILES: COC(=O)OC.COC(=O)OC.COC(=O)OC.COC(=O)OC.COC(=O)OC.


# 3
Density functional theory data (the ωB97M-V functional and the def2-TZVPD basis) for C25H30BaN11OS4Sb as an isolated structure.

Positions of all 73 atoms, in Å:
Ba: -0.587 0.588 0.240
C: -0.788 -2.832 3.871
C: 0.720 -2.632 3.703
C: 1.215 -3.479 2.529
C: 1.100 -1.163 3.557
C: 0.249 -0.146 3.989
C: 0.587 1.192 3.849
C: 1.812 1.575 3.312
C: 2.163 3.034 3.198
C: 2.668 0.565 2.880
C: 2.313 -0.775 2.990
H: -1.014 -3.900 3.911
H: -1.332 -2.396 3.033
H: -1.167 -2.380 4.788
H: 1.203 -3.003 4.618
H: 0.810 -3.095 1.589
H: 0.875 -4.510 2.645
H: 2.303 -3.501 2.453
H: -0.729 -0.369 4.386
H: -0.141 1.946 4.126
H: 2.125 3.515 4.177
H: 1.436 3.546 2.560
H: 3.169 3.170 2.793
H: 3.630 0.827 2.449
H: 3.010 -1.526 2.639
S: -4.279 4.266 2.963
Sb: -3.087 2.823 1.654
S: -2.684 0.721 2.645
S: -0.933 3.614 1.041
S: -4.047 2.205 -0.410
N: -2.769 0.669 -2.882
C: -1.645 1.133 -3.436
N: -1.573 1.190 -4.777
C: -0.432 1.660 -5.248
N: -0.290 1.717 -6.608
N: 0.592 2.123 -4.522
C: 0.419 2.001 -3.210
N: -0.636 1.482 -2.606
C: 1.529 2.521 -2.352
C: 2.443 3.425 -2.878
C: 3.424 3.933 -2.045
C: 3.469 3.511 -0.727
C: 2.522 2.594 -0.300
N: 1.571 2.111 -1.089
H: -3.526 0.563 -3.539
H: -3.049 1.073 -1.961
H: -0.914 1.122 -7.126
H: 0.655 1.797 -6.938
H: 2.357 3.715 -3.914
H: 4.140 4.655 -2.419
H: 4.211 3.888 -0.037
H: 2.517 2.237 0.722
C: -5.019 -1.335 0.449
N: -4.064 -2.155 -0.314
C: -4.322 -2.321 -1.740
C: -2.800 -2.076 0.062
N: -1.705 -2.035 0.435
H: -5.993 -1.825 0.412
H: -5.075 -0.318 0.049
H: -4.676 -1.252 1.478
H: -5.244 -2.892 -1.863
H: -3.494 -2.853 -2.204
H: -4.431 -1.349 -2.229
N: 3.289 -1.936 -0.503
C: 1.999 -1.960 -0.977
O: 1.189 -1.120 -0.547
C: 1.668 -2.939 -1.958
C: 0.358 -2.987 -2.492
N: -0.708 -3.033 -2.935
C: 2.632 -3.873 -2.389
N: 3.469 -4.616 -2.689
H: 3.420 -1.397 0.335
H: 3.888 -2.728 -0.664

The energy relative to the best compared isomer or geometry (same formula, charge and spin) is 5.59 kcal/mol. The molar mass is 887.9 g/mol. Its HOMO-LUMO gap is 5.48 eV. The net charge is -2. The total energy comes out at -3507.07861 Ha. The value obtained for the HOMO energy is -1.76 eV. Its spin multiplicity is 1.


# 4
Density functional theory data (the ωB97M-V functional and the def2-TZVPD basis) for C31H51F8N2NbO20P as an isolated structure in a non-equilibrium geometry.

Positions of all 114 atoms, in Å:
C: 2.387 -0.707 3.380
C: 1.733 -2.088 3.240
C: 2.498 -3.052 2.314
C: 1.678 -3.742 1.213
C: 0.269 -4.213 1.592
C: -0.844 -3.732 0.670
C: -0.943 -2.199 0.520
Nb: -2.848 -1.090 0.688
F: -3.336 -1.774 -1.091
N: -2.296 0.743 -0.081
C: -1.147 1.453 0.503
C: -0.443 2.370 -0.512
C: 1.067 2.167 -0.654
C: 1.475 0.727 -0.981
C: -2.484 -0.464 2.830
C: -3.077 0.881 3.264
F: -1.083 -0.443 3.159
P: -5.413 -0.340 0.810
N: -6.078 -0.489 2.223
O: -5.765 1.160 0.256
O: -6.416 -1.055 -0.278
H: 1.634 0.073 3.530
H: 3.069 -0.656 4.237
H: 2.966 -0.450 2.489
H: 0.700 -1.966 2.902
H: 1.655 -2.532 4.239
H: 3.295 -2.486 1.816
H: 3.020 -3.814 2.904
H: 1.613 -3.076 0.337
H: 2.257 -4.613 0.882
H: 0.031 -3.920 2.619
H: 0.246 -5.311 1.577
H: -1.779 -4.153 1.029
H: -0.671 -4.171 -0.325
H: -0.235 -1.686 1.189
H: -0.670 -1.926 -0.513
H: -3.645 -2.591 1.384
H: -3.022 1.441 -0.230
H: -1.467 2.043 1.367
H: -0.442 0.706 0.885
H: -0.907 2.187 -1.488
H: -0.639 3.408 -0.233
H: 1.400 2.827 -1.465
H: 1.598 2.512 0.241
H: 0.703 0.233 -1.580
H: 2.417 0.701 -1.540
H: 1.631 0.121 -0.080
H: -2.904 -1.258 3.460
H: -3.561 1.429 2.451
H: -2.256 1.508 3.632
H: -3.805 0.765 4.070
H: -5.424 -0.856 2.902
H: -5.935 1.141 -0.685
H: -6.544 -1.919 0.100
C: 3.296 5.952 -2.937
C: 3.471 5.052 -4.149
O: 4.216 3.976 -3.617
C: 3.958 3.891 -2.276
O: 4.228 2.966 -1.596
O: 3.326 5.008 -1.865
F: 4.183 5.641 -5.143
H: 4.143 6.634 -2.849
H: 2.366 6.511 -2.921
H: 2.544 4.663 -4.573
C: 8.397 6.869 -3.677
C: 7.649 8.158 -3.977
O: 6.859 8.321 -2.818
C: 7.472 7.683 -1.774
O: 7.180 7.815 -0.639
O: 8.459 6.891 -2.249
F: 6.844 8.062 -5.060
H: 7.806 6.014 -4.010
H: 9.399 6.824 -4.090
H: 8.284 9.038 -4.098
C: 5.841 -0.689 -0.099
C: 6.296 -1.545 -1.267
O: 6.855 -2.668 -0.621
C: 6.284 -2.793 0.617
O: 6.383 -3.745 1.308
O: 5.593 -1.673 0.905
F: 7.248 -0.944 -2.025
H: 6.653 -0.035 0.223
H: 4.942 -0.110 -0.280
H: 5.495 -1.878 -1.928
C: -5.519 3.816 2.124
C: -5.893 5.130 1.465
O: -4.632 5.727 1.230
C: -3.690 4.733 1.151
O: -2.590 4.890 0.746
O: -4.225 3.580 1.573
F: -6.630 5.942 2.266
H: -5.436 3.950 3.204
H: -6.165 2.975 1.891
H: -6.417 5.029 0.513
C: -5.767 -3.499 -2.711
C: -4.589 -3.383 -3.656
O: -5.173 -3.743 -4.907
C: -6.507 -3.496 -4.852
O: -7.232 -3.503 -5.791
O: -6.877 -3.233 -3.586
F: -3.595 -4.252 -3.375
H: -5.859 -4.515 -2.325
H: -5.735 -2.787 -1.896
H: -4.180 -2.377 -3.727
C: -2.039 -8.166 1.367
C: -2.400 -8.703 2.742
O: -2.178 -7.592 3.572
C: -2.291 -6.446 2.821
O: -2.357 -5.354 3.251
O: -2.327 -6.780 1.507
F: -1.603 -9.732 3.133
H: -0.971 -8.306 1.186
H: -2.621 -8.586 0.553
H: -3.439 -9.025 2.846

The molar mass is 1047.6 g/mol. Its HOMO-LUMO gap is 6.52 eV. The net charge is -1. The total energy comes out at -4023.52651 Ha. The value obtained for the HOMO energy is -5.01 eV. Its spin multiplicity is 1.


# 5
Density functional theory data (the ωB97M-V functional and the def2-TZVPD basis) for C13H13AuN2O2 as an isolated structure in a non-equilibrium geometry.

Positions of all 31 atoms, in Å:
Au: -0.595 0.576 0.142
C: 3.131 1.733 -0.961
C: 2.286 1.470 0.231
C: 1.020 2.099 0.378
C: 0.289 1.979 1.594
C: 0.812 1.175 2.634
C: 2.034 0.539 2.466
C: 2.751 0.673 1.285
H: 3.973 2.371 -0.668
H: 2.594 2.243 -1.756
H: 3.596 0.823 -1.343
H: 0.769 2.899 -0.312
H: -0.515 2.671 1.815
H: 0.268 1.100 3.567
H: 2.446 -0.047 3.277
H: 3.712 0.185 1.185
O: -2.643 -0.236 -0.283
N: -2.872 -1.414 -0.364
N: -1.783 -2.236 -0.229
O: -0.622 -1.785 -0.205
C: -2.042 -3.601 -0.171
C: -0.948 -4.493 -0.129
C: -1.202 -5.834 -0.050
C: -2.533 -6.303 -0.016
C: -3.619 -5.412 -0.025
C: -3.390 -4.068 -0.115
H: 0.066 -4.119 -0.166
H: -0.378 -6.532 -0.026
H: -2.715 -7.370 0.003
H: -4.629 -5.792 0.024
H: -4.208 -3.365 -0.142

The energy relative to the best compared isomer or geometry (same formula, charge and spin) is 27.82 kcal/mol. The molar mass is 426.2 g/mol. Its HOMO-LUMO gap (spin up / spin down) is 3.26 / 4.35 eV. The net charge is +2. The total energy comes out at -898.01554 Ha. The value obtained for the HOMO energy (spin up / spin down) is -15.02 / -15.51 eV. Its spin multiplicity is 1.


# 6
Density functional theory data (the ωB97M-V functional and the def2-TZVPD basis) for a 10-piece molecular cluster, C36H53NO26S3 overall in a non-equilibrium geometry.

Positions of all 119 atoms, in Å:
O: 3.793 -0.480 0.963
N: 4.352 -0.968 1.946
O: 5.540 -0.803 2.160
C: 3.689 -2.012 2.714
C: 2.728 -2.861 2.220
C: 2.256 -3.956 2.953
C: 2.639 -4.099 4.268
C: 3.553 -3.179 4.824
C: 4.098 -2.174 4.045
H: 2.330 -2.686 1.228
H: 1.477 -4.590 2.557
H: 2.280 -4.905 4.893
H: 3.892 -3.304 5.842
H: 4.911 -1.585 4.447
O: 1.107 -3.195 -2.991
S: 2.194 -3.235 -3.911
O: 3.206 -2.240 -3.844
O: 2.873 -4.731 -3.718
C: 3.499 -5.195 -4.895
C: 2.647 -4.547 -6.024
O: 1.783 -3.584 -5.453
H: 4.566 -4.981 -4.913
H: 3.371 -6.276 -4.933
H: 1.980 -5.257 -6.509
H: 3.323 -4.121 -6.766
O: -1.713 8.119 2.868
S: -0.766 7.579 1.938
O: 0.506 8.226 1.790
O: -0.503 5.990 2.263
C: -0.170 5.339 1.063
C: -1.243 5.824 0.087
O: -1.370 7.225 0.449
H: 0.858 5.617 0.809
H: -0.195 4.286 1.345
H: -2.277 5.526 0.245
H: -0.857 5.747 -0.928
O: -5.869 -0.613 1.538
S: -4.451 -0.794 1.310
O: -3.527 0.257 1.653
O: -3.919 -2.209 1.968
C: -2.756 -2.569 1.245
C: -3.159 -2.304 -0.223
O: -4.160 -1.335 -0.196
H: -1.854 -2.028 1.533
H: -2.568 -3.624 1.413
H: -3.404 -3.220 -0.760
H: -2.193 -2.050 -0.663
O: -0.569 -3.992 0.210
C: 0.044 -5.014 0.088
C: -0.459 -6.429 -0.214
C: 0.661 -7.019 -1.058
C: 1.915 -6.195 -0.654
O: 1.389 -5.011 -0.016
H: -0.501 -6.958 0.742
H: -1.453 -6.402 -0.647
H: 1.015 -8.023 -0.816
H: 0.454 -7.000 -2.126
H: 2.396 -6.681 0.192
H: 2.412 -5.859 -1.559
O: 1.165 3.757 -1.736
C: 2.133 4.079 -1.091
C: 3.162 5.158 -1.297
C: 4.023 5.132 -0.053
C: 3.340 4.100 0.902
O: 2.293 3.529 0.105
H: 3.716 4.995 -2.226
H: 2.539 5.995 -1.628
H: 5.084 4.907 -0.154
H: 4.108 6.128 0.391
H: 4.065 3.298 1.027
H: 3.057 4.513 1.866
O: -6.934 1.778 -2.389
C: -6.256 2.257 -1.516
C: -6.729 2.644 -0.113
C: -5.625 3.602 0.332
C: -4.415 3.212 -0.523
O: -4.974 2.565 -1.679
H: -7.705 3.082 -0.301
H: -6.782 1.681 0.396
H: -5.965 4.635 0.273
H: -5.303 3.457 1.366
H: -3.755 4.022 -0.841
H: -3.684 2.563 -0.034
O: -1.465 4.744 -6.385
C: -1.341 3.820 -5.641
C: -1.369 2.367 -6.084
C: -1.265 1.576 -4.796
C: -0.647 2.547 -3.816
O: -0.976 3.859 -4.330
H: -2.318 2.123 -6.567
H: -0.655 2.033 -6.838
H: -2.291 1.241 -4.653
H: -0.615 0.715 -4.965
H: -1.020 2.390 -2.804
H: 0.426 2.403 -3.687
O: -1.392 1.897 0.333
C: -0.756 0.950 -0.058
C: 0.585 0.579 0.546
C: 0.918 -0.697 -0.187
C: -0.017 -0.785 -1.403
O: -1.019 0.232 -1.152
H: 1.184 1.426 0.209
H: 0.490 0.417 1.614
H: 1.965 -0.861 -0.429
H: 0.698 -1.532 0.487
H: 0.513 -0.440 -2.289
H: -0.439 -1.782 -1.456
O: 2.226 0.562 6.109
C: 1.207 -0.063 5.992
C: 0.876 -0.986 4.842
C: -0.496 -1.439 5.234
C: -0.992 -0.629 6.454
O: 0.203 0.069 6.870
H: 0.765 -0.456 3.896
H: 1.528 -1.838 4.666
H: -1.247 -1.247 4.463
H: -0.601 -2.492 5.507
H: -1.675 0.134 6.089
H: -1.355 -1.366 7.161

The energy relative to the best compared isomer or geometry (same formula, charge and spin) is 36.53 kcal/mol. The molar mass is 1012.0 g/mol. Its HOMO-LUMO gap is 8.51 eV. The net charge is 0. The total energy comes out at -4608.93207 Ha. The value obtained for the HOMO energy is -9.41 eV. Its spin multiplicity is 1. As for the SMILES: O=[N+]([O-])c1ccccc1.O=S1(=O)OCCO1.O=S1(=O)OCCO1.O=S1(=O)OCCO1.O=C1CCCO1.O=C1CCCO1.O=C1CCCO1.O=C1CCCO1.O=C1CCCO1.O=C1CCCO1.